A cluster of 10 separate species, C60H110N10O8 in total, computed with ωB97M-V/def2-TZVPD.

Each line ends with the Mulliken charge.
CARTESIAN COORDINATES (ANGSTROEM)
C  0.25226  -6.71770  2.77030  -0.6228
C  1.18045  -7.55784  2.23227  -0.3795
C  2.14294  -7.07247  1.33025  -0.5487
C  2.07312  -5.77982  0.93874  -0.0851
C  1.09372  -4.89097  1.42772  0.0506
C  0.12774  -5.36555  2.31731  -0.4285
N  3.22368  -5.19707  0.10622  1.0122
O  3.06994  -4.04229  -0.29093  -0.4017
O  4.12792  -5.91631  -0.17069  -0.6240
H  -0.45022  -7.11027  3.50906  0.3634
H  1.19283  -8.59178  2.60909  0.3295
H  3.06253  -7.63797  1.13920  0.3856
H  1.02020  -3.91868  0.92821  0.4001
H  -0.65799  -4.69270  2.65845  0.5303
C  1.40194  -1.59689  -0.12456  -0.5981
C  1.20969  -1.56988  -1.48518  0.5191
C  -0.04616  -1.36138  -2.04725  -0.5029
C  -1.12388  -1.20738  -1.15967  -0.6759
C  -0.96879  -1.27874  0.22761  0.3100
C  0.30438  -1.45057  0.73922  -0.2503
N  -2.44987  -0.92763  -1.77480  0.8222
O  -2.52128  -0.95190  -2.99694  -0.6093
O  -3.39549  -0.59020  -1.08551  -0.5328
H  2.38230  -1.79472  0.32804  0.4461
H  2.01945  -1.61189  -2.17795  0.2144
H  -0.25861  -1.21676  -3.09905  0.3571
H  -1.79327  -1.10827  0.89047  -0.5087
H  0.42165  -1.53512  1.81791  0.9375
C  2.74018  4.35356  4.86235  -0.9165
C  3.30163  3.07544  4.96242  -0.5598
C  2.68286  1.94989  4.41923  -0.6039
C  1.46708  2.07463  3.75851  -1.0619
C  0.88828  3.32374  3.63977  0.8515
C  1.49061  4.47458  4.17873  -0.1541
N  0.87409  0.85159  3.19655  0.6794
O  -0.30001  0.85672  2.82404  0.4278
O  1.56258  -0.15850  3.16899  -0.6743
H  3.24158  5.24645  5.22403  0.4165
H  4.22529  2.88634  5.47287  0.4754
H  3.14003  0.99065  4.61485  0.4754
H  -0.05357  3.40157  3.07727  0.3456
H  1.06713  5.47167  4.11757  0.3663
C  2.36095  1.68714  0.28911  0.2864
C  1.08393  2.04803  -0.18240  0.0196
C  0.73736  3.35154  -0.16355  -0.1664
C  1.59521  4.30578  0.37060  -0.5683
C  2.77661  3.88625  0.88107  -0.2759
C  3.19191  2.58396  0.89871  -0.9660
N  1.18062  5.67328  0.50314  1.0769
O  1.83914  6.45343  1.18575  -0.6269
O  0.09651  5.95236  0.01923  -0.6161
H  2.69798  0.64842  0.30124  -0.5758
H  0.37445  1.36942  -0.66870  0.4047
H  -0.22405  3.67279  -0.51755  0.4276
H  3.37083  4.65475  1.37035  0.5030
H  4.14200  2.21984  1.27853  0.7958
C  -4.07282  5.10524  0.71840  -1.8098
C  -2.62261  4.87707  0.83728  -0.2559
N  -2.18520  4.36197  2.13527  1.1324
C  -2.22799  5.20550  3.27554  -0.5305
C  -1.43469  6.51664  3.18587  -1.4789
C  -2.79596  3.01958  2.41568  -0.9879
C  -2.55902  2.01386  1.29890  0.8676
H  -4.74867  4.26536  0.73082  0.2007
H  -4.18282  5.63422  -0.20914  0.5342
H  -4.48993  5.77839  1.48165  0.2425
H  -2.20183  4.22890  0.08115  -0.0956
H  -2.10223  5.83877  0.79468  0.7386
H  -3.24724  5.60243  3.42789  0.4939
H  -2.03258  4.60711  4.20468  0.3305
H  -1.56743  7.05611  4.11469  0.4273
H  -0.40177  6.31505  2.80694  0.1789
H  -1.86227  7.13971  2.39480  0.3680
H  -3.83774  3.11697  2.76169  0.5377
H  -2.24612  2.58071  3.24104  0.1210
H  -1.50461  1.83420  1.22000  -0.9641
H  -3.03373  2.34147  0.39198  1.0244
H  -3.15089  1.14178  1.53268  -1.3805
C  -3.17559  -1.45818  3.09550  0.1991
C  -4.13398  -1.23814  4.22412  -0.6348
N  -3.82692  -0.04603  5.04549  0.9447
C  -2.67247  -0.32353  5.89912  -0.2783
C  -2.20506  0.80517  6.77707  -1.5945
C  -4.99639  0.32017  5.82319  -0.5144
C  -6.24225  0.73894  5.07034  -1.4138
H  -3.32758  -2.40472  2.58007  0.4466
H  -2.15595  -1.46647  3.46449  0.3467
H  -3.25460  -0.71267  2.29680  -1.0876
H  -5.14829  -1.04454  3.78248  0.0239
H  -4.23141  -2.14359  4.79533  0.3030
H  -2.89024  -1.13204  6.59879  0.3650
H  -1.86439  -0.63740  5.20712  0.0646
H  -1.24608  0.50609  7.23760  0.4181
H  -2.07438  1.68019  6.16552  0.2452
H  -2.93488  1.12097  7.48738  0.4286
H  -4.77594  1.22233  6.43611  0.2878
H  -5.25112  -0.47512  6.58491  0.3499
H  -6.99718  1.04197  5.79110  0.4735
H  -6.58799  -0.02195  4.40522  0.3856
H  -6.02518  1.62707  4.44855  0.1718
C  2.52831  -3.36778  -4.16970  0.1733
C  2.74537  -4.39172  -5.26745  -1.3357
N  4.13031  -4.83869  -5.36194  0.4645
C  4.42106  -5.81264  -4.31964  -0.2309
C  5.92332  -5.85323  -4.10037  -1.3508
C  4.49983  -5.19512  -6.72603  -0.8753
C  5.25351  -4.08209  -7.48264  -1.1053
H  3.16308  -2.54305  -4.44519  0.0260
H  2.76505  -3.77177  -3.16616  -0.0668
H  1.53161  -2.96821  -4.12990  0.1768
H  2.11938  -5.32549  -5.13972  0.2097
H  2.40089  -3.91149  -6.17237  0.6220
H  3.88476  -5.36558  -3.46916  0.0647
H  4.01216  -6.78226  -4.49456  0.3629
H  6.25284  -4.88042  -3.81038  0.3076
H  6.15119  -6.52048  -3.30163  0.4738
H  6.42581  -6.13267  -5.02151  0.3298
H  3.59131  -5.45130  -7.29268  0.4529
H  5.09905  -6.12494  -6.70297  0.4686
H  6.18950  -3.95665  -6.91047  0.2568
H  4.63319  -3.19168  -7.46636  0.1450
H  5.39279  -4.30878  -8.49968  0.4549
C  -9.26240  0.40536  0.71543  -1.4338
C  -8.18246  0.66375  -0.27897  -0.2795
N  -6.89503  1.02419  0.21718  0.2657
C  -5.94529  1.48206  -0.82690  1.2458
C  -6.47924  2.67521  -1.55881  -1.7857
C  -6.27601  0.03815  1.06508  1.3501
C  -6.10839  -1.32393  0.43644  -1.2044
H  -10.23730  0.27604  0.28789  0.4409
H  -9.20885  1.28001  1.39281  0.3095
H  -9.04984  -0.46804  1.32965  0.2164
H  -8.13426  -0.16865  -1.02339  0.3610
H  -8.49486  1.51873  -0.88948  0.4180
H  -5.77473  0.65960  -1.52909  0.2562
H  -5.05462  1.75867  -0.27285  -0.8576
H  -5.67065  3.21752  -2.03214  0.4622
H  -6.96286  3.34272  -0.81224  0.3562
H  -7.19862  2.42560  -2.36563  0.4053
H  -5.26128  0.37042  1.28890  -1.4753
H  -6.86716  0.05582  1.94847  0.3220
H  -7.05271  -1.86083  0.35657  0.3748
H  -5.62022  -1.23273  -0.51127  0.2875
H  -5.47026  -2.00281  0.97146  0.3108
C  7.13990  1.95041  0.91474  -1.0637
C  7.07343  0.56844  0.21990  -0.6138
N  5.86429  -0.15163  0.58408  1.0828
C  5.47632  -1.19281  -0.35436  -1.2441
C  5.02116  -0.74422  -1.72632  -0.5876
C  5.96688  -0.73759  1.90519  -0.7983
C  4.65053  -1.10274  2.53141  -0.8066
H  8.01481  2.56326  0.64890  0.4213
H  7.04703  1.84136  2.00691  0.2879
H  6.19002  2.43238  0.65376  0.1706
H  7.10562  0.74089  -0.85515  0.3244
H  7.98242  -0.02936  0.49037  0.3460
H  6.40238  -1.79608  -0.53565  0.2904
H  4.81675  -1.87513  0.15224  0.4938
H  4.75762  -1.62613  -2.34850  0.0605
H  4.21834  -0.00539  -1.59113  -0.1302
H  5.88080  -0.25862  -2.23755  0.5744
H  6.40874  0.00521  2.56345  0.4676
H  6.67620  -1.64174  1.73936  0.2104
H  4.35079  -2.10232  2.30712  0.3233
H  3.91493  -0.34396  2.26907  -0.1286
H  4.76134  -1.00034  3.61764  0.4928
C  2.91007  0.17791  -5.02573  -1.4467
C  1.73076  -0.20917  -5.81835  -0.5122
N  0.44952  0.13667  -5.20110  1.0196
C  -0.73586  -0.13897  -6.05994  -0.5617
C  -0.93091  0.69829  -7.30352  -1.4773
C  0.38349  1.50657  -4.75927  -0.9203
C  -0.97792  1.98547  -4.21552  -1.3178
H  3.80078  -0.23654  -5.46899  0.4582
H  2.82480  -0.13131  -3.97749  0.1491
H  2.96607  1.27683  -4.89050  0.4583
H  1.81326  0.25453  -6.81945  0.1903
H  1.72968  -1.27792  -6.02514  0.3645
H  -0.69412  -1.19017  -6.33575  0.5735
H  -1.63970  -0.07113  -5.45405  0.1494
H  -0.95059  1.77083  -7.06061  0.2546
H  -0.12065  0.60880  -7.99440  0.3334
H  -1.85523  0.55919  -7.81647  0.4617
H  0.64415  2.14491  -5.59559  0.5813
H  1.13886  1.70176  -4.01107  0.5104
H  -1.41543  1.27999  -3.47925  0.0719
H  -1.62472  2.20483  -5.06291  0.4621
H  -0.74030  2.94188  -3.73807  0.3327

Results
total charge = 0
Kohn-Sham gap = 0.2603 Eh
HOMO energy = -0.29011 Ha
SMILES = O=[N+]([O-])c1ccccc1.O=[N+]([O-])c1ccccc1.O=[N+]([O-])c1ccccc1.O=[N+]([O-])c1ccccc1.CCN(CC)CC.CCN(CC)CC.CCN(CC)CC.CCN(CC)CC.CCN(CC)CC.CCN(CC)CC
relative energy (zero: lowest compared OMol25 entry of this formula, charge and spin) = 0.000 eV
LUMO = -0.81 eV
largest force on an atom = 3.221 eV Å⁻¹
2S+1 = 1
electronic energy = -3501.15833 a.u.